1.
# C38H69BrN8O13P

A cluster of 8 separate species, C38H69BrN8O13P in total (ωB97M-V/def2-TZVPD, OMol25).

XYZ file:
```
130
Properties=species:S:1:pos:R:3:forces:R:3
O 3.32523 3.85701 -1.44245 0.1 0.6 0.2
C 3.00320 2.78900 -1.82966 0.2 -0.1 0.1
O 2.43179 1.83986 -1.02286 -0.3 -0.2 -0.5
C 1.01974 2.09757 -0.78462 -0.5 -0.2 0.4
C 0.09253 1.14597 -1.55179 0.5 -0.1 -0.1
C 0.67402 0.63387 -2.87503 -0.9 0.2 -0.2
C 0.23553 -0.80329 -3.16871 0.6 0.2 0.0
C 0.97863 -1.86564 -2.40455 -0.3 -0.1 0.0
C 0.23332 -2.89836 -1.82407 0.3 0.0 -0.1
C 0.82108 -3.93475 -1.13743 0.2 -0.6 0.2
P -0.35816 -5.21676 -0.44179 -1.1 0.1 -0.4
O -0.33918 -4.86219 1.15454 0.5 0.0 -0.4
Br 0.60926 -7.20209 -0.64820 0.2 0.2 0.2
N 2.16592 -3.94494 -1.03251 -0.1 0.4 0.0
O 2.75107 -4.99109 -0.38013 0.0 0.3 -0.3
C 2.94743 -2.98327 -1.54750 0.3 0.2 -0.1
C 4.44205 -3.10202 -1.38430 -0.3 -0.6 -0.2
O 4.87045 -4.13462 -2.26483 0.1 0.4 -0.1
C 5.69780 -3.65905 -3.29020 0.2 0.0 -0.1
C 5.19885 -3.49611 -4.56736 -0.3 0.0 -0.3
C 6.01766 -3.05665 -5.60353 0.1 -0.1 0.5
C 7.34050 -2.75299 -5.33023 0.1 0.0 0.5
C 7.83228 -2.90106 -4.03662 0.0 0.0 -0.1
C 7.02479 -3.37055 -3.01160 -0.2 0.1 0.0
C 2.36433 -1.92531 -2.24775 -0.3 0.0 0.2
O 3.18419 -0.97515 -2.78538 0.1 -0.2 0.2
H 3.16547 2.47829 -2.87066 0.0 -0.3 0.0
H 0.77006 3.13374 -0.99588 0.2 0.1 -0.1
H 0.86100 1.94125 0.27755 0.1 0.2 0.1
H -0.83500 1.66932 -1.77022 -0.1 0.1 0.2
H -0.17016 0.31261 -0.89677 0.1 -0.1 0.0
H 0.27075 1.24630 -3.68148 0.1 0.1 -0.1
H 1.74337 0.74368 -2.93009 0.1 -0.1 0.0
H -0.82301 -0.90807 -2.94207 -0.1 0.0 -0.1
H 0.35951 -1.00036 -4.23578 0.1 -0.1 0.0
H -0.84240 -2.88056 -1.92902 -0.1 -0.1 0.0
H -0.08880 -3.93732 1.28116 0.0 -0.1 0.4
H 3.06671 -4.64594 0.49076 0.0 -0.5 0.7
H 4.88857 -2.14857 -1.63808 0.2 0.1 0.0
H 4.69399 -3.38360 -0.36356 0.0 0.1 0.1
H 4.16100 -3.71042 -4.78856 -0.1 -0.1 0.2
H 5.63442 -2.95831 -6.60280 0.0 0.0 -0.1
H 7.99701 -2.38785 -6.09901 0.0 0.0 -0.2
H 8.86435 -2.64592 -3.84350 0.1 0.0 0.1
H 7.38886 -3.49592 -2.00131 0.1 0.0 0.0
H 3.29760 -0.26886 -2.13014 0.0 0.2 -0.1
C -4.14162 -6.39257 0.04214 0.0 0.0 0.0
O -5.03504 -5.57073 0.00594 0.0 0.0 0.0
N -4.31759 -7.72741 0.04639 0.1 -0.1 0.0
C -3.20328 -8.65570 0.09714 -0.3 0.0 0.0
C -5.67492 -8.24810 0.00193 0.0 0.2 0.0
H -3.07879 -6.10094 0.07508 0.1 0.0 0.0
H -3.21224 -9.29797 -0.78574 0.1 0.0 0.0
H -3.28074 -9.27764 0.99112 0.1 -0.1 0.0
H -2.25968 -8.11300 0.12747 -0.1 0.0 0.0
H -6.17796 -7.90549 -0.90236 0.0 0.0 0.0
H -6.24182 -7.88920 0.86096 0.0 0.0 0.0
H -5.64740 -9.33453 0.01290 0.0 0.0 0.0
C -2.28040 3.81534 1.54664 -0.1 -0.1 -0.1
O -1.96970 4.18217 0.41654 0.2 -0.1 0.0
N -1.54217 4.05202 2.64175 0.0 -0.1 0.1
C -1.94334 3.60361 3.97299 0.4 0.1 -0.4
C -0.29978 4.78635 2.49168 -0.1 0.0 -0.1
H -3.20378 3.26176 1.75290 0.0 0.0 0.0
H -2.04898 4.46009 4.62921 0.0 0.0 0.1
H -1.17498 2.93609 4.37455 0.0 0.0 0.1
H -2.89007 3.07790 3.92638 -0.1 0.1 0.0
H -0.49175 5.77287 2.06766 0.1 0.0 0.0
H 0.37553 4.25812 1.81525 0.1 0.1 0.0
H 0.17468 4.89604 3.46362 0.0 0.0 0.0
C -6.03686 3.66974 3.47189 0.0 0.0 0.1
O -4.96867 3.19239 3.11487 -0.1 -0.1 0.0
N -6.92110 4.24881 2.65334 -0.1 0.0 0.1
C -8.17698 4.80592 3.13656 0.2 -0.1 0.1
C -6.60541 4.31656 1.23570 0.1 -0.1 0.1
H -6.35658 3.66173 4.52628 0.0 0.0 0.0
H -9.01332 4.30043 2.65038 -0.1 0.1 0.0
H -8.22354 5.86669 2.90962 -0.1 -0.2 0.1
H -8.25126 4.65802 4.21341 0.0 -0.1 0.0
H -6.46483 3.30961 0.83888 0.0 0.0 0.0
H -5.67896 4.87213 1.08318 0.0 0.0 -0.1
H -7.41525 4.81126 0.71109 0.0 0.1 0.0
C 7.64494 -1.60840 -8.78817 0.1 -0.1 0.0
O 6.98387 -2.47363 -8.23886 0.0 0.2 -0.3
N 7.13238 -0.54194 -9.42160 0.0 0.1 0.0
C 7.97087 0.45622 -10.05878 -0.2 0.0 0.0
C 5.68755 -0.38903 -9.46848 0.1 -0.1 0.1
H 8.74716 -1.63669 -8.80784 0.0 0.0 0.0
H 7.79605 1.43589 -9.61084 0.1 0.0 0.0
H 7.74619 0.51053 -11.12511 0.1 0.0 0.0
H 9.01933 0.19524 -9.93417 0.0 0.0 0.0
H 5.28492 -0.32891 -8.45663 0.0 0.0 0.0
H 5.23591 -1.24901 -9.96345 0.0 0.0 0.0
H 5.43609 0.51677 -10.01338 0.0 0.0 0.0
C -3.43816 3.60613 7.68704 -0.1 0.0 -0.1
O -3.16221 3.96383 6.55687 0.0 0.0 0.2
N -2.68026 3.85082 8.77138 0.0 0.0 0.1
C -3.05771 3.40055 10.09659 0.2 0.1 -0.1
C -1.44282 4.59310 8.59904 -0.1 0.0 -0.1
H -4.35525 3.03841 7.91758 0.0 0.0 0.0
H -3.16908 4.25422 10.76762 0.0 0.0 0.1
H -2.29413 2.73280 10.50012 0.0 0.0 0.1
H -4.00335 2.86490 10.05117 0.0 0.0 0.0
H -1.65149 5.57710 8.17832 0.1 0.0 0.0
H -0.78143 4.06435 7.91178 0.0 0.0 0.0
H -0.95056 4.70688 9.56126 0.0 0.0 0.0
C -8.46571 7.96319 0.54763 -0.1 -0.1 0.0
O -8.38060 7.00090 1.29566 0.0 0.4 -0.4
N -7.57410 8.96223 0.49737 0.0 0.1 -0.1
C -7.72012 10.08475 -0.40950 0.1 -0.1 0.1
C -6.42270 8.91193 1.38570 -0.1 -0.1 0.0
H -9.30105 8.08502 -0.15983 0.0 0.0 0.0
H -6.86417 10.13578 -1.08445 0.0 0.1 0.0
H -7.78170 11.01730 0.15382 0.0 0.0 -0.1
H -8.62659 9.97046 -0.99963 0.0 0.0 0.0
H -5.84016 8.01069 1.19291 0.0 0.0 0.0
H -6.75279 8.88736 2.42442 0.0 0.0 0.0
H -5.80068 9.78778 1.22296 0.0 0.0 0.0
C 4.11468 -6.13924 2.24536 0.0 -0.2 0.0
O 3.56110 -5.04054 2.16619 0.0 0.4 -0.4
N 4.94885 -6.48375 3.21961 0.0 0.0 0.0
C 5.57292 -7.79562 3.27344 0.0 0.1 0.1
C 5.24499 -5.51486 4.26783 -0.1 0.1 -0.1
H 3.94795 -6.93292 1.50238 0.0 0.1 0.0
H 5.29060 -8.30412 4.19548 0.0 0.0 0.0
H 6.65774 -7.69191 3.24284 0.0 0.0 0.0
H 5.25168 -8.39702 2.42633 0.0 0.0 0.0
H 4.32729 -5.22847 4.78002 0.0 0.0 0.0
H 5.68709 -4.61913 3.83273 0.0 0.0 0.0
H 5.93764 -5.95320 4.98001 0.0 0.0 0.0
```
Forces are in eV/Å.

For the HOMO energy, the calculation gives -9.827 eV. The HOMO-LUMO gap comes out at 6.27 eV. Its charge is +1. The value obtained for the total energy is -158387.556 eV. As for the LUMO energy: -3.6 eV.

Atom charges from the Löwdin analysis, given in e for atoms 1 to 4: atom 1 (O): 0.1448, atom 2 (C): -0.3457, atom 3 (O): -0.0838, atom 4 (C): -0.1450

2.
# C38H70B3IO14

A cluster of 9 separate species, C38H70B3IO14 in total (ωB97M-V/def2-TZVPD, OMol25).

XYZ file:
```
126
Properties=species:S:1:pos:R:3:forces:R:3
C 0.37575 -4.99472 5.71632 0.1 1.0 -0.2
C 0.60375 -4.32060 4.73999 -0.2 -0.4 0.3
B 0.96015 -3.47395 3.52890 -0.4 0.3 0.0
O 1.81987 -2.39009 3.68763 0.5 -0.7 0.1
B 2.63519 -2.17136 2.60850 -0.3 0.7 -0.1
I 4.70400 -1.76877 2.77979 0.0 0.1 0.0
O 2.08693 -2.25029 1.35121 0.3 -0.5 0.1
B 1.07664 -3.18123 1.16776 -0.5 0.2 -0.2
C 0.63087 -3.53057 -0.29457 -0.1 0.3 0.0
C 1.64608 -2.99936 -1.24552 0.1 -0.1 -0.2
O 2.63307 -3.56846 -1.61587 0.0 0.0 0.0
O 1.33168 -1.73409 -1.67694 0.1 0.1 0.3
C 2.33800 -0.83868 -2.03099 0.1 -0.1 0.0
C 3.52990 -0.74571 -1.12536 0.2 0.1 -0.1
O 2.14606 -0.12662 -2.96460 -0.1 0.1 -0.2
O 0.47044 -3.75648 2.26879 0.5 -0.1 0.1
H 0.19859 -5.35654 6.70046 -0.1 -0.4 -0.1
H -0.32603 -3.02347 -0.46651 -0.1 -0.2 0.0
H 0.50899 -4.60251 -0.43919 -0.1 0.0 0.1
H 3.96094 -1.71648 -0.90451 -0.1 0.0 0.1
H 4.26647 -0.12794 -1.63517 0.0 0.0 0.1
H 3.24834 -0.26126 -0.18806 -0.1 -0.1 0.0
C 6.41601 3.59250 3.00973 0.0 0.0 0.0
C 6.08336 3.87479 1.54489 0.0 0.0 0.0
C 6.19267 2.48393 0.93363 0.0 0.0 0.0
O 5.81224 1.56567 1.96004 0.0 0.0 0.0
C 5.75153 2.23866 3.22147 0.0 0.0 0.0
H 6.04697 4.35156 3.69774 0.0 0.0 0.0
H 7.49663 3.50810 3.14224 0.0 0.0 0.0
H 5.06135 4.24864 1.45501 0.0 0.0 0.0
H 6.75024 4.59381 1.07197 0.0 0.0 0.0
H 7.22098 2.26583 0.62565 0.0 0.0 0.0
H 5.53831 2.34364 0.07190 0.0 0.0 0.0
H 4.70058 2.35679 3.51072 0.0 0.0 0.0
H 6.24708 1.63027 3.97838 0.0 0.0 0.0
C 3.53346 1.08045 7.85963 0.0 0.0 0.0
C 3.67708 -0.25791 7.13624 0.0 0.0 0.0
C 4.67142 0.09436 6.03754 0.0 0.1 0.1
O 5.51304 1.11919 6.57368 0.0 0.0 0.0
C 4.95646 1.62081 7.78852 0.0 0.0 0.0
H 3.16923 0.99044 8.88210 0.0 0.0 0.0
H 2.85198 1.73372 7.31036 0.0 0.0 0.0
H 4.10332 -1.00585 7.80810 0.0 0.0 0.0
H 2.74016 -0.64909 6.74212 0.0 0.0 0.0
H 4.16028 0.48413 5.15100 0.0 0.0 0.0
H 5.28843 -0.75057 5.73546 0.0 0.0 0.0
H 5.55799 1.26133 8.63069 0.0 0.0 0.0
H 5.00215 2.71057 7.77355 0.0 0.0 0.0
C -4.36520 -3.66804 7.84084 0.0 0.0 0.0
C -4.92614 -4.49384 6.68411 0.0 0.0 0.0
C -3.65082 -5.01116 6.03028 0.0 0.1 0.0
O -2.69515 -5.15400 7.08247 0.1 0.0 0.1
C -3.16954 -4.51136 8.26584 -0.1 0.0 0.0
H -5.07449 -3.50717 8.65120 0.0 0.0 0.0
H -4.03196 -2.69303 7.47951 0.0 0.0 0.0
H -5.52002 -5.32535 7.06904 0.0 0.0 0.0
H -5.54683 -3.92135 5.99663 0.0 0.0 0.0
H -3.26263 -4.29937 5.29413 0.0 0.0 0.0
H -3.78073 -5.97620 5.53990 0.0 0.0 0.0
H -3.46243 -5.27632 8.99315 0.0 0.0 0.0
H -2.36012 -3.91917 8.69520 0.0 0.0 0.0
C 2.02153 4.48121 -4.32999 0.1 0.0 0.0
C 1.92231 3.27267 -3.40143 -0.1 0.0 0.0
C 3.27970 3.30163 -2.71424 0.0 0.0 -0.1
O 3.66590 4.67677 -2.64546 0.0 0.0 0.0
C 2.80547 5.46473 -3.47132 -0.1 0.0 0.0
H 1.05799 4.87651 -4.64868 0.0 0.0 0.0
H 2.59465 4.22361 -5.22323 0.0 0.0 0.0
H 1.12488 3.42694 -2.67019 0.0 0.0 0.0
H 1.73567 2.33049 -3.91190 0.0 0.0 0.0
H 4.02634 2.74983 -3.29526 0.0 0.0 0.0
H 3.25728 2.88976 -1.70376 0.0 0.0 0.0
H 2.13560 6.04855 -2.82975 0.0 0.0 0.0
H 3.41139 6.15670 -4.05654 0.0 0.0 0.0
C -3.41381 0.67512 -0.24597 0.0 0.0 0.1
C -2.02881 0.91820 0.35283 0.0 0.0 -0.1
C -1.48651 -0.50170 0.45070 0.0 0.0 0.1
O -2.07113 -1.23243 -0.62263 0.0 0.0 0.0
C -3.13510 -0.47132 -1.20704 0.1 0.0 -0.1
H -3.83710 1.54194 -0.74958 0.0 0.0 0.0
H -4.10969 0.35648 0.53411 0.0 0.0 0.0
H -1.42066 1.50698 -0.33708 0.0 0.0 0.0
H -2.04622 1.42955 1.31428 0.0 0.0 0.0
H -1.77914 -0.97247 1.39799 0.0 0.0 0.0
H -0.39820 -0.54976 0.36007 0.0 0.0 0.0
H -2.81130 -0.09941 -2.18269 0.0 0.0 0.0
H -3.99706 -1.12021 -1.35795 0.0 0.0 0.0
C -7.65087 0.14117 -3.64399 0.0 0.0 0.0
C -6.80242 -0.07205 -4.89689 0.0 0.0 0.0
C -5.51359 0.64746 -4.51976 0.0 0.0 0.0
O -5.38323 0.51407 -3.10306 0.0 0.0 0.0
C -6.60321 0.02649 -2.54420 0.0 0.0 0.0
H -8.45754 -0.58153 -3.53172 0.0 0.0 0.0
H -8.08700 1.14208 -3.64973 0.0 0.0 0.0
H -6.61274 -1.13708 -5.04599 0.0 0.0 0.0
H -7.25335 0.32392 -5.80534 0.0 0.0 0.0
H -5.56478 1.71176 -4.77243 0.0 0.0 0.0
H -4.62929 0.22213 -4.99571 0.0 0.0 0.0
H -6.46329 -1.01764 -2.24004 0.0 0.0 0.0
H -6.84402 0.61385 -1.65711 0.0 0.0 0.0
C -0.14145 5.05922 -8.49399 0.0 0.0 0.0
C -0.72137 6.47098 -8.56890 0.0 0.0 0.0
C -0.03038 7.14676 -7.39041 0.0 0.0 0.0
O 1.24643 6.52138 -7.26320 0.0 0.0 0.0
C 1.29319 5.34277 -8.06785 0.0 0.0 0.0
H -0.19988 4.50828 -9.43138 0.0 0.0 0.0
H -0.65817 4.48099 -7.72497 0.0 0.0 0.0
H -0.42856 6.94919 -9.50581 0.0 0.0 0.0
H -1.80728 6.50460 -8.49397 0.0 0.0 0.0
H -0.59439 6.99645 -6.46292 0.0 0.0 0.0
H 0.11516 8.21786 -7.53467 0.0 0.0 0.0
H 1.93516 5.53174 -8.93493 0.0 0.0 0.0
H 1.73084 4.53326 -7.48278 0.0 0.0 0.0
C -3.39401 -6.29902 -2.73137 0.0 0.0 0.0
C -3.69544 -4.89408 -3.25091 0.0 0.0 0.0
C -3.22303 -4.02772 -2.08966 0.0 0.0 0.0
O -2.14220 -4.73467 -1.48141 0.0 0.0 0.0
C -2.08635 -6.06979 -1.98353 0.0 0.0 0.0
H -3.30283 -7.04849 -3.51617 0.0 0.0 0.0
H -4.17536 -6.62137 -2.03987 0.0 0.0 0.0
H -3.10040 -4.68832 -4.14316 0.0 0.0 0.0
H -4.74455 -4.73206 -3.49590 0.0 0.0 0.0
H -4.01763 -3.88901 -1.34701 0.0 0.0 0.0
H -2.86747 -3.04654 -2.39792 0.0 0.0 0.0
H -1.22627 -6.16203 -2.65643 0.0 0.0 0.0
H -1.94491 -6.75560 -1.14691 0.0 0.0 0.0
```
Forces are in eV/Å.

For the HOMO energy, the calculation gives -9.085 eV. The HOMO-LUMO gap comes out at 9.47 eV. The value obtained for the total energy is -79340.288 eV. As for the LUMO energy: 0.4 eV. As for the SMILES: C#CB1OB(I)OB(CC(=O)OC(C)=O)O1.C1CCOC1.C1CCOC1.C1CCOC1.C1CCOC1.C1CCOC1.C1CCOC1.C1CCOC1.C1CCOC1.

Atom charges from the Löwdin analysis, given in e for atoms 1 to 4: atom 1 (C): 0.1473, atom 2 (C): 0.0801, atom 3 (B): -0.5510, atom 4 (O): 0.2205